DFT (ωB97M-V with the def2-TZVPD basis set) results for C45H45N2OP2S4Ti as an isolated structure.

Each line ends with the Löwdin charge.
CARTESIAN COORDINATES (ANGSTROEM)
Ti 0.52 -0.57 -0.75  0.68
S -1.37 -1.81 0.33  0.51
P -1.03 -0.40 1.74  0.53
C 0.29 0.40 1.03  -0.65
P 0.63 2.03 0.67  0.52
S 0.67 1.92 -1.34  0.52
C -0.52 3.28 1.26  -0.33
C -0.28 3.93 2.47  -0.08
C -1.19 4.88 2.94  -0.07
C -2.32 5.17 2.20  -0.07
C -2.56 4.52 0.99  -0.06
C -1.66 3.58 0.52  -0.08
C 2.25 2.54 1.28  -0.35
C 3.04 1.68 2.03  -0.09
C 4.30 2.07 2.45  -0.07
C 4.79 3.33 2.10  -0.07
C 4.00 4.19 1.34  -0.06
C 2.74 3.80 0.93  -0.08
C -2.52 0.56 2.05  -0.33
C -2.58 1.37 3.18  -0.08
C -3.69 2.16 3.42  -0.07
C -4.76 2.12 2.53  -0.07
C -4.71 1.32 1.40  -0.06
C -3.59 0.54 1.16  -0.09
C -0.65 -1.16 3.33  -0.36
C -1.62 -1.94 3.97  -0.08
C -1.32 -2.59 5.15  -0.06
C -0.05 -2.46 5.71  -0.06
C 0.91 -1.68 5.09  -0.07
C 0.61 -1.03 3.90  -0.09
H 0.61 3.72 3.05  0.11
H -1.00 5.39 3.87  0.11
H -3.03 5.91 2.55  0.11
H -3.45 4.74 0.42  0.11
H -1.83 3.07 -0.42  0.08
H 2.66 0.70 2.28  0.07
H 4.91 1.40 3.04  0.11
H 5.77 3.64 2.42  0.11
H 4.38 5.17 1.07  0.11
H 2.13 4.48 0.34  0.12
H -1.75 1.39 3.89  0.12
H -3.73 2.79 4.30  0.11
H -5.64 2.73 2.72  0.11
H -5.55 1.29 0.72  0.11
H -3.55 -0.10 0.28  0.06
H -2.61 -2.04 3.53  0.12
H -2.07 -3.20 5.64  0.11
H 0.18 -2.97 6.64  0.11
H 1.89 -1.58 5.53  0.11
H 1.35 -0.42 3.40  0.08
C 0.83 -3.87 1.55  -0.09
C 1.95 -2.92 1.30  -0.59
N 2.03 -1.97 0.39  0.01
C 3.29 -1.40 0.37  -0.33
C 4.14 -1.86 1.32  -0.31
S 3.38 -3.09 2.22  1.13
C 3.59 -0.52 -0.74  -0.33
C 4.76 0.07 -1.08  -0.30
S 4.59 0.80 -2.62  1.15
C 2.96 0.30 -2.72  -0.67
N 2.57 -0.37 -1.66  -0.05
C 2.12 0.62 -3.90  -0.08
H 0.34 -4.13 0.61  0.05
H 0.08 -3.43 2.20  0.05
H 1.22 -4.77 2.02  0.08
H 5.17 -1.58 1.49  0.09
H 5.69 0.08 -0.55  0.09
H 2.56 0.18 -4.80  0.10
H 2.04 1.70 -4.04  0.08
H 1.12 0.20 -3.77  0.06
C 0.61 -3.84 -2.17  -0.07
C 0.79 -3.46 -3.63  -0.35
C 2.23 -3.03 -3.92  -0.04
C -0.25 -2.50 -4.19  -0.12
C -0.68 -2.76 -5.49  -0.04
C -1.70 -2.04 -6.08  -0.07
C -2.37 -1.10 -5.32  -0.04
C -2.01 -0.81 -4.00  -0.12
C -3.01 0.03 -3.22  -0.35
C -3.93 -0.92 -2.45  -0.05
C -2.48 1.13 -2.32  -0.10
C -0.86 -1.45 -3.49  -0.22
O -0.30 -1.04 -2.31  -0.31
H 1.11 -4.79 -1.96  0.09
H -0.45 -3.95 -1.90  0.09
H 1.05 -3.10 -1.50  0.03
H 0.63 -4.38 -4.21  0.13
H 2.49 -2.14 -3.35  0.05
H 2.38 -2.82 -4.98  0.09
H 2.93 -3.82 -3.63  0.09
H -0.20 -3.56 -6.04  0.12
H -2.00 -2.24 -7.09  0.11
H -3.23 -0.60 -5.73  0.12
H -3.62 0.51 -3.99  0.13
H -3.36 -1.47 -1.69  0.04
H -4.40 -1.65 -3.11  0.09
H -4.72 -0.36 -1.95  0.08
H -2.01 0.73 -1.43  0.02
H -3.32 1.76 -2.00  0.09
H -1.76 1.77 -2.83  0.06

Results
- charge = +1
- LUMO level (eV) = -2.7615
- HOMO (eV) = -10.31
- frontier orbital gap (eV) = 7.55
- E (a.u.) = -5051.4707

---

DFT (ωB97M-V with the def2-TZVPD basis set) results for C45H46AsBF4N5OP2SSe2Sn as an isolated structure at a distorted geometry.

Each line ends with the Löwdin charge.
CARTESIAN COORDINATES (ANGSTROEM)
Sn 1.72 1.63 0.67  1.16
O 2.40 -0.20 2.07  -0.29
N 3.60 -0.67 1.97  -0.22
C 3.82 -1.96 2.26  -0.01
C 5.07 -2.52 2.23  -0.05
C 6.15 -1.72 1.86  -0.06
C 5.92 -0.41 1.51  -0.10
C 4.62 0.12 1.56  -0.67
S 4.34 1.75 1.10  0.64
H 2.92 -2.51 2.53  0.14
H 5.21 -3.56 2.47  0.11
H 7.15 -2.13 1.84  0.11
H 6.70 0.24 1.19  0.11
Se -1.92 -4.58 -1.58  0.27
P -2.40 -3.35 0.07  0.53
C -4.20 -3.04 0.14  -0.35
C -5.03 -4.13 -0.10  -0.10
C -6.40 -3.99 0.02  -0.07
C -6.94 -2.76 0.37  -0.08
C -6.11 -1.68 0.60  -0.07
C -4.74 -1.82 0.50  -0.09
C -2.06 -4.13 1.68  -0.34
C -2.83 -3.79 2.79  -0.08
C -2.58 -4.40 4.00  -0.08
C -1.58 -5.35 4.11  -0.09
C -0.80 -5.67 3.01  -0.08
C -1.04 -5.07 1.79  -0.10
C -1.37 -1.89 0.10  -0.41
C -1.27 -0.51 -0.06  -0.46
N 0.05 -0.24 -0.11  -0.17
N 0.71 -1.36 0.00  -0.11
N -0.10 -2.36 0.13  0.01
P -2.40 0.86 -0.31  0.63
Se -1.43 2.68 -0.85  0.57
C -3.47 0.24 -1.65  -0.34
C -4.67 0.86 -1.97  -0.09
C -5.41 0.40 -3.05  -0.07
C -4.95 -0.64 -3.83  -0.06
C -3.73 -1.23 -3.53  -0.05
C -2.99 -0.79 -2.45  -0.09
C -3.21 1.04 1.32  -0.37
C -2.47 0.66 2.44  -0.08
C -3.01 0.83 3.71  -0.06
C -4.27 1.39 3.87  -0.07
C -4.98 1.80 2.75  -0.07
C -4.45 1.64 1.49  -0.09
H -4.59 -5.08 -0.38  0.08
H -7.04 -4.84 -0.15  0.11
H -8.01 -2.65 0.47  0.10
H -6.53 -0.72 0.88  0.10
H -4.09 -0.98 0.72  0.06
H -3.62 -3.05 2.69  0.10
H -3.19 -4.15 4.86  0.10
H -1.40 -5.84 5.06  0.10
H -0.01 -6.40 3.10  0.10
H -0.47 -5.31 0.91  0.07
H -5.02 1.70 -1.40  0.09
H -6.35 0.88 -3.29  0.11
H -5.53 -0.99 -4.67  0.11
H -3.35 -2.04 -4.14  0.11
H -2.03 -1.24 -2.25  0.08
H -1.49 0.23 2.33  0.11
H -2.44 0.52 4.57  0.11
H -4.68 1.52 4.85  0.11
H -5.95 2.25 2.87  0.11
H -5.01 1.97 0.62  0.09
C 3.66 -1.80 -1.38  -0.27
As 2.68 -0.13 -1.72  1.15
C 1.48 -0.84 -3.10  -0.25
C 4.11 0.84 -2.73  -0.30
C 4.29 0.30 -4.10  -0.33
C 3.46 0.75 -5.14  -0.06
C 3.63 0.27 -6.42  -0.08
C 4.61 -0.67 -6.69  -0.10
C 5.42 -1.14 -5.67  -0.09
C 5.25 -0.67 -4.38  -0.06
H 3.92 -2.28 -2.32  0.03
H 3.00 -2.45 -0.81  0.01
H 4.56 -1.60 -0.81  0.01
H 2.06 -1.17 -3.97  0.03
H 0.75 -0.10 -3.41  0.03
H 0.97 -1.70 -2.67  0.02
H 5.00 0.72 -2.11  0.07
H 3.84 1.89 -2.76  0.07
H 2.70 1.48 -4.91  0.12
H 2.99 0.63 -7.21  0.10
H 4.76 -1.03 -7.70  0.10
H 6.17 -1.88 -5.87  0.10
H 5.88 -1.04 -3.58  0.11
F 2.30 4.10 -0.30  0.01
B 1.84 4.06 -1.63  -1.46
F 0.58 4.58 -1.67  0.07
F 1.78 2.69 -1.98  -0.02
F 2.72 4.71 -2.43  0.19
C 1.51 6.34 4.11  -0.03
C 1.82 5.71 2.75  -0.58
C 3.33 5.49 2.57  -0.03
C 1.26 6.58 1.61  -0.02
C 1.24 4.39 2.66  -0.18
N 0.82 3.32 2.60  0.13
H 1.99 7.32 4.16  0.09
H 1.89 5.72 4.92  0.09
H 0.44 6.47 4.23  0.09
H 3.84 6.45 2.58  0.09
H 3.52 5.01 1.61  0.07
H 3.73 4.86 3.36  0.09
H 1.73 7.55 1.65  0.09
H 0.18 6.70 1.72  0.09
H 1.46 6.12 0.65  0.08

Results
- LUMO level (spin up / spin down) (eV) = 0.1297 / -3.5974
- HOMO (spin up / spin down) (eV) = -7.66 / -7.65
- frontier orbital gap (spin up / spin down) (eV) = 7.79 / 4.05
- E (a.u.) = -10849.7470
- 2S+1 = 2

---

ΔE to the lowest compared entry with this formula, charge and spin values, unit kcal/mol, following the record order: 0.00, 43.24.
Molecular weight values, unit g mol⁻¹, following the record order: 868.0, 1205.3.